1.
Below is the ion C4H11N3O2P with charge +1 in a non-equilibrium geometry, with properties calculated with ωB97M-V/def2-TZVPD.

ORCA input file:
```
! wB97M-V def2-TZVPD RIJCOSX def2/J DEFGRID3
* xyz 1 1
C -0.69573 -2.22809 0.38251
P 0.43202 -1.04954 1.22408
O -0.13377 -1.04294 2.75838
N 0.03534 0.60495 0.61772
C -1.28752 0.77700 -0.03525
O -1.32864 0.39834 -1.38904
C -0.04709 0.29399 -1.91712
N 0.87390 1.30815 -1.41205
C 1.02426 1.13769 -0.06236
N 2.16095 1.55188 0.53946
H -1.70086 -2.23585 0.80129
H -0.75979 -2.09104 -0.68901
H -0.25648 -3.20383 0.56814
H -0.73796 -1.79736 2.85789
H -2.03596 0.25249 0.54461
H -1.56511 1.83010 0.02136
H -0.13250 0.41867 -2.98996
H 0.41297 -0.68161 -1.77006
H 0.56596 2.26444 -1.59811
H 2.13731 2.43502 1.02743
H 3.03871 1.05754 0.52011
*
```

frontier orbital gap: 8.253 eV
energy relative to the best compared isomer or geometry (same formula, charge and spin): 13.6 kcal per mole
energy: -814.844766 hartree


2.
Below is a cluster of 4 separate species, C2H14N2O3 in total in a non-equilibrium geometry, with properties calculated with ωB97M-V/def2-TZVPD.

ORCA input file:
```
! wB97M-V def2-TZVPD RIJCOSX def2/J DEFGRID3
* xyz 0 1
C 0.28400 -0.08439 2.06514
C -0.25075 -0.88765 0.77204
N -0.21265 -2.36092 0.94254
N 0.08367 1.35019 1.99606
H -0.29467 -0.52265 2.92131
H 1.34825 -0.23606 2.19829
H -1.29728 -0.64594 0.50759
H 0.37669 -0.62626 -0.05636
H -0.75996 -2.66214 0.10135
H 0.79168 -2.70361 0.72825
H -0.86809 1.42466 1.95060
H 0.31663 1.73737 2.87384
H -0.55424 2.17017 0.61188
H -0.89732 2.51018 -1.25378
O -0.87174 2.16042 -0.34030
H 0.55314 -0.82933 -2.31439
H -0.02479 -2.04164 -3.11312
O 0.07439 -1.68085 -2.23435
H 1.69066 1.46357 -2.27589
H 0.33376 1.48187 -1.59631
O 0.79597 1.06884 -2.28492
*
```

frontier orbital gap: 9.810 eV
energy relative to the best compared isomer or geometry (same formula, charge and spin): 49.3 kcal per mole
energy: -419.761314 hartree


3.
Below is a structure of composition AgH14O7, with properties calculated with ωB97M-V/def2-TZVPD.

ORCA input file:
```
! wB97M-V def2-TZVPD RIJCOSX def2/J DEFGRID3
* xyz 2 2
Ag 0.04858 0.14250 -0.23492
O -0.58795 3.28501 -3.14565
H -1.27888 3.32148 -3.80709
H 0.07543 3.90063 -3.45736
O -0.14581 -1.55807 3.84723
H -0.87154 -2.17148 3.96244
H 0.47420 -1.78709 4.53959
O 0.79504 3.76816 2.10443
H 1.01508 4.63883 1.77314
H 0.79345 3.86699 3.05651
O 4.17040 -0.88412 0.46588
H 4.69140 -0.67147 1.24020
H 4.71803 -1.49052 -0.03273
O -4.04774 1.15075 1.07302
H -4.01899 1.64351 1.89314
H -4.98115 1.04080 0.89171
O -1.37713 -4.04583 -0.37422
H -1.03788 -4.77915 -0.88742
H -2.01541 -4.44267 0.21852
O 1.15554 -1.44946 -4.03818
H 1.93975 -1.87591 -4.38369
H 0.48564 -1.60285 -4.70448
*
```

frontier orbital gap (alpha / beta): 8.861 / 2.070 eV
energy relative to the best compared isomer or geometry (same formula, charge and spin): 115.6 kcal per mole
energy: -681.207468 hartree
<S²>: 0.754


4.
Below is a structure of composition CH3I2O2P in a non-equilibrium geometry, with properties calculated with ωB97M-V/def2-TZVPD.

ORCA input file:
```
! wB97M-V def2-TZVPD RIJCOSX def2/J DEFGRID3
* xyz 0 1
C -1.10922 -0.86703 -0.01713
O 0.18632 2.15353 0.05272
O 1.55659 -0.44766 1.04817
P 0.56427 -0.10453 0.07017
I 1.36410 2.88801 1.26318
I 1.30138 -0.49718 -2.19492
H -0.75716 -1.61034 -0.81734
H -1.35558 -1.35349 1.00218
H -1.75069 -0.16131 -0.40704
*
```

frontier orbital gap: 7.227 eV
energy relative to the best compared isomer or geometry (same formula, charge and spin): 80.1 kcal per mole
energy: -1127.065793 hartree